# 1
Here is C8H13N3O3S in the gas phase at a distorted geometry from the Open Molecules 2025 dataset. Energies are from the ωB97M-V functional and the def2-TZVPD basis.

```
28
Properties=species:S:1:pos:R:3:forces:R:3
C 1.26101 2.84530 -0.09082 1.2 1.5 -0.8
C 2.54578 2.49578 -0.33949 -2.2 -1.6 0.6
C 0.15637 1.95489 0.00358 -1.0 -1.7 0.1
C -1.13956 -1.31913 0.51739 -0.4 0.7 0.4
C 2.78675 0.95876 -0.34605 0.5 -1.2 -1.8
C 1.42539 0.08427 -0.48249 1.1 0.3 1.3
C -3.26613 -0.23833 0.51375 3.0 1.1 -1.3
C -2.32213 -1.03566 -1.63627 -0.5 -0.6 1.1
N 0.23727 0.67321 -0.18286 -0.4 1.1 0.6
N 1.83599 -1.88629 1.59788 -1.1 2.2 0.6
N -2.14315 -0.94148 -0.19186 -3.4 0.5 -1.7
O -1.09194 -1.17518 1.69089 1.1 -0.1 3.4
O -0.18723 -1.91752 -0.20024 3.0 -1.8 -1.2
O 2.26590 -2.40204 -0.70814 -0.7 -0.8 0.0
S 1.38945 -1.57475 0.05812 0.8 2.6 -0.9
H 0.89300 3.86742 -0.02558 0.8 0.2 0.2
H 3.37649 3.18501 -0.23016 -0.1 -0.1 -0.4
H -0.80976 2.37497 0.34166 0.5 -0.4 -0.5
H 3.46139 0.56960 -1.22629 -0.9 1.1 1.8
H 3.30194 0.80748 0.60119 0.3 -0.6 0.1
H -4.19962 -0.65289 0.26546 -1.2 -0.6 -0.3
H -2.97895 -0.36499 1.53649 -0.5 0.4 0.7
H -3.20042 0.84143 0.15398 -0.3 -1.2 0.7
H -2.58640 -0.03243 -1.87858 -0.4 0.7 -1.0
H -1.45289 -1.34548 -2.20521 0.1 -0.1 0.3
H -3.17919 -1.72339 -1.75021 0.4 0.3 -0.7
H 1.46288 -1.26215 2.35065 0.2 -1.0 -1.2
H 2.15774 -2.78638 1.86319 0.2 -0.8 0.0
```
Forces are in eV/Å.

Values from the calculation:
**Total energy**: -29950.29808 eV
**Lowest unoccupied orbital energy**: 0.491 eV
**Charge**: 0
**Relative energy (zero: lowest compared OMol25 entry of this formula, charge and spin)**: 3.585 eV
**HOMO level**: -6.96 eV
**Structure (SMILES)**: CN(C)C(=O)O[S@@](N)(=O)=C1CC=CC=N1
**Orbital gap**: 7.46 eV

---

# 2
Here is a molecular structure, C8H13N4O6S4Zn from the Open Molecules 2025 dataset. Energies are from the ωB97M-V functional and the def2-TZVPD basis.

```
36
Properties=species:S:1:pos:R:3:forces:R:3
Zn 1.02978 -0.29524 0.27893 0.2 0.2 0.6
O -1.57460 -1.95393 -1.41383 -0.1 -0.1 0.2
S -0.07277 -1.64505 -1.74754 0.1 -0.1 -0.1
O 0.16924 -2.16915 -3.05775 -0.1 0.0 0.1
O 0.72339 -2.22921 -0.64361 -0.1 0.0 -0.2
O 0.09156 -0.17164 -1.63710 0.1 -0.1 0.0
S -0.66116 -0.23339 1.93239 0.0 0.0 0.0
C -0.90935 -1.95229 2.03719 -0.1 -0.1 -0.1
N -1.56363 -2.66800 1.20598 0.0 0.1 0.1
C -1.64064 -4.07595 1.57448 0.0 0.0 -0.1
C -0.54983 -4.40794 2.60037 0.0 0.1 0.0
S -0.21922 -2.83174 3.42655 0.0 0.0 0.0
H -1.68404 -2.10343 -0.41324 0.1 -0.1 -0.2
H -1.52388 -4.68720 0.67849 0.0 0.0 0.0
H -2.63536 -4.27875 1.98599 0.0 0.0 0.0
H 0.36248 -4.74999 2.11308 0.0 0.0 0.0
H -0.87660 -5.15233 3.32409 0.0 0.0 0.0
O 2.79796 -0.80611 1.07672 -0.2 -0.1 -0.2
C 3.73152 -1.01232 0.24463 0.0 0.3 0.0
O 3.77796 -0.63861 -0.93321 -0.1 0.2 -0.1
H 4.60293 -1.55310 0.64950 0.0 -0.1 0.1
C -2.53166 4.25004 -1.10975 0.0 0.0 0.0
C -1.47266 4.33374 -0.01084 0.0 0.0 0.0
C -0.26974 3.49717 -0.30215 0.0 0.0 0.0
N 0.14451 2.55260 0.45326 0.2 -0.1 0.0
N 1.24721 1.89017 -0.04057 -0.2 0.1 0.0
C 1.66031 2.37404 -1.18456 0.0 -0.2 0.0
N 2.73737 1.91493 -1.84997 0.0 -0.2 0.1
S 0.68852 3.69031 -1.75518 0.0 0.1 0.0
H -3.41554 4.82627 -0.83556 0.0 0.0 0.0
H -2.82941 3.21393 -1.27185 0.0 0.0 0.0
H -2.15526 4.64232 -2.05640 0.0 0.0 0.0
H -1.87181 3.96164 0.93282 0.0 0.0 0.0
H -1.16987 5.37260 0.14447 0.0 0.0 0.0
H 3.08504 0.98281 -1.56058 0.0 0.1 0.0
H 2.77725 2.11280 -2.83525 0.0 -0.1 0.0
```
Forces are in eV/Å.

Values from the calculation:
**Total energy**: -118517.08411 eV
**Lowest unoccupied orbital energy**: 2.348 eV
**Charge**: -1
**HOMO level**: -5.26 eV
**Orbital gap**: 7.61 eV

---

# 3
Here is C8H13N5O in the gas phase at a distorted geometry from the Open Molecules 2025 dataset. Energies are from the ωB97M-V functional and the def2-TZVPD basis.

```
27
Properties=species:S:1:pos:R:3:forces:R:3
C -1.05313 0.08652 1.00707 -1.6 0.0 -1.2
C -0.03903 0.16542 -0.17253 0.7 0.0 -0.7
C 1.03843 1.28857 -0.11929 -2.1 -0.8 0.3
C 2.11755 -0.71130 0.07129 -1.7 -1.1 -1.0
C -2.08120 -0.14160 -1.07783 -2.1 0.6 -2.7
C -3.50692 -0.17087 1.05622 -1.1 1.8 -1.9
C 0.32142 -2.41178 -0.16431 -0.9 2.1 3.1
C 3.54333 1.29180 0.38050 -1.8 2.0 -1.0
N 0.62471 2.48166 -0.24827 0.5 0.0 1.1
N -0.81655 0.38343 -1.41583 1.3 -3.1 1.3
N -2.22558 -0.11977 0.35510 2.6 0.0 1.6
N 0.78029 -1.02536 -0.14470 0.7 1.3 0.7
N 2.24443 0.70946 0.08696 0.4 -1.6 0.9
O 2.97125 -1.57135 0.09769 0.6 1.1 0.6
H -2.83806 0.41992 -1.67584 0.0 0.0 1.0
H -2.22124 -1.12927 -1.49340 0.2 -0.8 0.3
H -4.18454 -1.07170 0.93612 1.2 1.0 -0.1
H -3.22089 0.02654 2.05384 -0.2 -0.1 1.2
H -4.01706 0.80102 0.65948 0.2 -1.9 0.8
H -0.35254 -2.40286 -0.95598 -0.6 -1.3 -2.0
H 1.26205 -2.87930 -0.10391 0.6 -1.7 -0.8
H -0.30625 -2.69160 0.75856 1.0 0.6 -1.0
H 3.50564 1.93584 1.26933 -0.3 0.3 -0.5
H 4.12920 0.50120 0.69727 1.6 -1.6 -0.1
H 3.83935 1.82924 -0.55307 0.5 -0.3 1.1
H 1.30863 3.06710 0.21907 0.4 0.8 -0.8
H -0.82330 1.33906 -1.52354 -0.3 2.7 -0.5
```
Forces are in eV/Å.

Values from the calculation:
**Total energy**: -18002.23268 eV
**Lowest unoccupied orbital energy**: 0.760 eV
**Charge**: 0
**Relative energy (zero: lowest compared OMol25 entry of this formula, charge and spin)**: 2.832 eV
**HOMO level**: -8.68 eV
**Orbital gap**: 9.44 eV

---

# 4
Here is C8H13NO in the gas phase at a distorted geometry from the Open Molecules 2025 dataset. Energies are from the ωB97M-V functional and the def2-TZVPD basis.

```
23
Properties=species:S:1:pos:R:3:forces:R:3
C -1.46869 0.91000 0.53127 -0.6 0.1 -0.1
C -1.29272 -0.62759 0.66126 0.1 0.6 -0.7
C 2.46216 -0.40155 -0.26500 0.0 -0.2 0.2
C 1.23828 -0.40926 0.61998 0.5 -0.8 -0.5
C 0.01317 -1.07976 0.05843 0.0 -1.3 1.2
N -1.26168 1.52894 1.82917 0.0 0.3 0.2
C -0.58724 1.44732 -0.57445 0.0 -0.5 -0.5
C 0.13064 -2.22063 -0.62936 0.1 0.6 0.0
C -0.52292 0.87958 -1.78168 -0.3 1.3 0.1
O 1.27545 0.02484 1.74788 -0.2 0.2 0.1
H -2.51600 1.10205 0.25306 0.2 0.0 0.0
H -0.33570 1.29996 2.17772 -0.1 0.0 0.0
H -1.33761 2.53918 1.76339 0.0 -0.1 0.0
H -1.31781 -0.86710 1.72427 0.0 -0.1 0.0
H -2.10826 -1.15132 0.16286 0.0 0.0 0.1
H 0.09028 2.24880 -0.30245 0.2 0.0 0.0
H 3.19490 0.28841 0.13116 0.2 0.1 0.1
H 2.20323 -0.12922 -1.27752 -0.1 0.0 -0.3
H 2.89555 -1.41108 -0.28641 -0.1 0.2 0.0
H -0.72679 -2.70827 -1.06016 -0.3 -0.2 0.2
H 1.07747 -2.69777 -0.81641 0.3 0.2 -0.3
H 0.17307 1.23365 -2.52521 0.1 0.1 -0.1
H -1.27877 0.20080 -2.14182 0.1 -0.5 0.2
```
Forces are in eV/Å.

Values from the calculation:
**Total energy**: -12042.79775 eV
**Lowest unoccupied orbital energy**: 0.574 eV
**Charge**: 0
**Relative energy (zero: lowest compared OMol25 entry of this formula, charge and spin)**: 1.757 eV
**HOMO level**: -9.16 eV
**Structure (SMILES)**: C=C[C@H](N)CC(=C)C(C)=O
**Orbital gap**: 9.74 eV

---

# 5
Here is C8H13NO4 in the gas phase at a distorted geometry from the Open Molecules 2025 dataset. Energies are from the ωB97M-V functional and the def2-TZVPD basis.

```
26
Properties=species:S:1:pos:R:3:forces:R:3
C -2.85339 1.18212 -0.44858 -1.5 0.5 0.5
C -2.49981 -0.07898 -0.63671 -0.9 -2.8 -0.9
C -1.93110 2.22285 -0.15357 1.8 1.2 0.7
C -1.12947 -0.67022 -0.94505 -0.9 2.3 -2.1
C 0.01905 -0.56800 0.01304 2.0 1.7 -1.4
C 3.51999 -0.02636 -0.89378 -0.7 -0.8 2.0
C -1.00152 -0.84227 2.14965 -0.5 0.5 0.7
C 2.43746 -0.51302 0.06444 0.8 5.2 0.6
N -0.67086 1.77965 -0.03385 0.2 -0.5 0.1
O 0.36570 2.46584 0.16559 -1.0 0.0 0.0
O -1.28710 -1.95893 -1.39719 -0.1 -2.3 0.2
O 0.12812 -0.81789 1.27244 1.0 0.0 -0.5
O 1.19222 -0.41092 -0.67578 -2.0 -0.8 2.6
H -3.95472 1.35028 -0.46974 1.0 0.3 0.1
H -3.33830 -0.83483 -0.89377 1.3 1.3 0.6
H -2.16687 3.29686 0.09186 0.2 -1.2 -0.6
H -0.75674 -0.13723 -1.89186 -0.1 0.2 1.7
H 3.29934 0.87157 -1.34422 -0.5 2.5 -0.3
H 4.43131 -0.03203 -0.34978 1.0 0.4 0.5
H 3.67235 -0.63160 -1.70801 0.1 -2.1 -1.8
H -0.67366 -0.55834 3.19841 0.0 -0.6 -1.5
H -1.42062 -1.85920 2.10553 -0.1 0.6 0.2
H -1.65979 -0.04322 1.79110 -0.3 -0.5 0.2
H 2.52898 0.19429 1.06082 -1.0 -1.7 -2.6
H 2.69464 -1.45784 0.32912 -0.1 -3.1 0.9
H -2.22493 -2.05489 -1.60124 0.2 -0.3 0.0
```
Forces are in eV/Å.

Values from the calculation:
**Total energy**: -18180.51083 eV
**Lowest unoccupied orbital energy (alpha / beta)**: 0.382 / 0.381 eV
**Charge**: 0
**Relative energy (zero: lowest compared OMol25 entry of this formula, charge and spin)**: 3.628 eV
**HOMO level (alpha / beta)**: -7.16 / -7.16 eV
**Orbital gap (alpha / beta)**: 7.55 / 7.54 eV